No. 1
123
Properties=species:S:1:pos:R:3:forces:R:3 method="wB97M-V/def2-TZVPD" energy_ha=-2705.24067 homo_ev=-7.9479 fmax_ev_per_a=8.78 de_lowest_kj_mol=100.2 orbital_gap_ev=8.0283
H -2.285 -2.222 -0.432 0.1988 -0.3525 0.0957
H -0.136 -1.494 2.982 -0.9492 1.1363 -0.6333
H -2.489 1.210 2.902 0.9263 -0.5179 1.5654
H 1.288 -2.549 -2.135 0.8179 0.3958 0.2830
H -2.587 4.254 -0.562 0.7644 -0.5025 -0.3127
H 1.074 -1.035 0.832 -0.3834 0.5010 0.0226
N -1.951 0.926 3.783 -3.9515 3.8518 -0.1798
H -0.698 -4.895 -0.143 0.2185 0.0428 0.4931
H -0.120 3.646 -1.251 0.0244 -0.1381 0.5795
H 1.954 2.940 1.301 -0.4524 0.0396 1.3664
C 1.082 -3.760 3.426 -1.7510 0.1731 2.3577
C -0.303 0.065 -0.463 2.0950 0.7967 -0.9338
H -2.084 0.577 0.030 -1.7999 0.8828 -0.9511
H 0.132 -3.191 -0.169 -1.6586 -1.4837 -0.0029
H 1.581 -4.539 2.948 1.5195 -1.2927 -0.6925
C 1.169 -2.041 -3.092 -0.4867 -0.3410 0.4553
H 3.345 1.576 3.073 -0.8410 -0.5138 -0.1887
O -1.301 0.291 0.431 -0.0624 -1.0071 2.9228
O -1.036 0.533 -3.562 1.5465 0.4131 -7.0698
H 3.539 1.317 0.441 -0.2381 -0.0449 0.6390
H -4.538 0.457 -1.539 1.0266 0.0440 -0.6098
H -1.759 -2.357 1.721 0.0803 -0.2774 0.2070
O 3.920 2.040 2.479 1.6153 1.0840 -1.8881
O -0.760 5.056 -2.548 1.6559 2.3924 -0.3203
H 4.496 0.307 1.607 -0.5489 -1.0184 -0.2005
C -0.780 -3.865 -0.470 0.6984 1.9444 0.3805
C -5.796 -0.259 -0.187 -7.4821 -3.5295 2.1913
O 0.920 -2.695 2.585 -0.1269 0.9700 -1.4918
O -3.347 1.965 1.707 -5.1723 3.8624 -1.4718
H -0.890 -3.576 4.234 -0.6422 0.5111 0.8237
H 3.119 -0.934 3.163 0.2201 -1.3526 -1.6088
H 1.968 -0.883 4.500 -0.4960 -1.3549 1.1130
H -2.574 -2.203 -2.611 -0.6034 1.1044 -0.4526
H 0.876 0.271 3.306 0.9252 0.6122 -0.0074
N -4.655 3.906 2.055 -0.4350 3.5253 3.3477
C -2.287 3.600 -1.410 0.4251 0.2245 0.2529
C 1.208 3.613 1.802 -0.0930 -2.4473 0.1854
H -5.131 1.934 -0.186 0.5413 0.1971 -0.0183
H 4.676 -1.430 0.365 0.4135 0.1662 0.4195
H 3.819 -4.877 2.034 -0.1984 0.1180 0.0472
N -4.760 -0.740 0.460 0.5443 -2.2734 3.6462
H -6.166 1.056 -1.699 0.8629 -1.2788 0.7346
H -0.720 3.085 -2.821 -0.1738 -0.3372 0.6280
H -0.520 -0.758 -1.109 -0.2126 -0.7991 -0.5483
H 0.175 5.333 -2.403 -1.1749 -0.0246 -0.3215
N -0.663 1.587 -5.725 -0.8896 4.4201 -0.5357
C -1.127 -0.066 3.864 1.5290 0.8352 8.6096
C 2.603 -0.350 3.862 0.1677 1.3067 0.6905
H 4.628 2.650 -1.970 -1.8064 -1.9651 -1.3748
C 3.982 -3.009 1.257 -4.8926 -2.6212 -4.3161
H 1.676 -2.675 1.987 0.1500 0.1247 -0.7022
H -1.029 -0.429 1.819 -0.1275 0.1807 1.4514
H -0.108 -0.651 -6.522 0.1857 0.2713 -0.2064
C 4.245 1.295 1.281 0.1080 0.2211 1.5406
C -0.737 0.528 -4.941 -0.6988 -1.3313 5.6796
H 4.230 0.260 -1.634 -0.0152 0.6800 -0.0122
H -5.388 4.621 1.875 0.8032 -1.5499 -0.1548
H -3.757 -1.449 -3.777 0.3453 0.1211 -0.1796
H 4.995 -2.406 -1.729 0.9534 0.1128 0.4181
N 2.219 2.349 -1.533 -3.1420 0.8274 1.9633
C -0.298 -4.346 3.806 0.9168 -0.0077 -0.9236
N 4.070 1.902 -2.533 5.6905 1.3512 -0.9134
O -0.568 -0.288 5.082 -1.4481 -0.0918 -4.3710
C -0.887 3.803 -1.993 -1.2324 -0.7800 -0.8327
H -2.987 -3.838 -0.189 -0.1141 -0.2583 -0.8533
N -0.818 -0.699 2.813 2.4889 -4.1628 -3.6323
H -0.868 3.660 2.233 -0.6216 0.6526 -0.0137
H -0.880 -4.767 2.980 0.4698 0.4179 -0.3256
H 1.357 3.845 2.853 0.8097 -0.6100 0.1978
O 2.829 -3.088 0.521 4.5184 0.9674 3.5277
O 1.786 0.652 3.288 -0.3208 -0.2176 -0.2147
H -0.829 1.508 -6.737 0.3515 -0.1734 0.9747
H -0.021 -3.538 -3.348 -0.2790 0.2683 -0.4264
H -0.124 -5.185 4.440 -0.0221 -0.4087 1.0846
H 4.573 -1.430 -3.081 0.1666 0.9261 -0.4468
N 4.941 -2.158 1.039 1.6481 3.4068 -0.0347
H -0.814 2.584 -5.366 0.2072 -2.4618 -0.3842
H 1.611 -3.323 4.313 -0.2159 -1.1830 -0.2019
C -0.180 2.988 1.759 -0.5964 -1.2371 -1.3746
H 1.854 5.406 1.614 -0.5650 -0.5360 -0.6655
H -5.111 3.590 -0.379 -0.1107 0.4835 0.6362
C -2.120 -3.223 0.005 0.8838 -0.4162 0.2537
N -5.010 2.834 0.276 -1.8415 -1.8342 -4.4724
H 5.208 1.593 0.894 0.3541 0.9279 -0.0302
O -0.043 -2.596 -3.572 -0.6777 -1.4007 -0.9184
N 4.357 -4.032 1.997 0.0651 -1.3842 1.7440
O -7.124 -0.660 0.093 6.9343 2.6588 -1.2980
H -3.137 3.616 -2.083 0.2604 0.2533 -0.7729
C 1.100 -0.161 0.153 -1.9546 -1.5689 0.4761
H -2.536 0.178 -2.965 2.2289 1.4212 -1.6016
H -2.264 1.425 4.659 0.9739 -1.2239 -1.5409
H 4.545 1.579 -3.377 -0.2155 0.3206 0.3606
O -2.147 -3.190 1.420 -0.0384 0.7236 0.3157
H 3.431 -2.171 -2.024 -1.4741 -0.1376 -0.0784
H -0.350 -1.461 -4.982 -0.2950 0.7568 -0.7016
C -3.402 -1.431 -2.742 -0.6080 -3.8577 -0.1960
H 5.313 -4.052 2.306 -0.0869 -0.2897 0.1172
O 4.283 -0.536 -1.111 0.5093 -1.2103 -0.8587
H -4.337 3.853 2.984 0.6822 0.6154 1.2390
O 2.027 0.983 -3.348 4.2022 3.3894 3.2122
C -4.347 2.865 1.373 5.5536 -4.2276 0.9985
H -2.186 2.576 -1.141 -0.5883 -1.0197 1.0354
N -0.441 -0.609 -5.583 -0.3880 -1.6976 1.9567
H -0.562 2.767 0.675 0.7090 0.3625 2.0563
O -3.075 -0.185 -2.302 -1.8543 0.0861 2.6576
H -4.890 -1.156 1.405 -0.2629 0.2357 -1.4645
H 2.042 -2.275 -3.772 -0.9302 0.8316 0.6490
H 1.269 2.082 -1.371 -0.4197 0.1879 0.1559
H 1.550 0.632 0.725 0.1365 0.4561 -0.2487
H -0.689 -3.891 -1.540 -0.4043 0.0018 -0.6604
H 3.449 0.040 4.430 -0.2842 0.7018 0.4359
H -3.790 -0.672 0.238 0.2061 0.6199 -0.5568
H 5.687 -1.937 1.744 -1.2957 -0.4834 -1.1601
C 4.330 -1.623 -2.055 0.1572 -0.6894 0.9893
H 2.605 3.083 -1.017 0.6097 0.9891 0.9533
H 1.646 -0.630 -0.634 1.1267 0.5310 -0.7198
H -0.303 2.057 2.393 0.6621 0.9986 -1.0455
C 2.773 1.772 -2.526 -4.8211 -4.5958 -4.6510
O 1.300 4.788 1.096 0.1846 2.9297 -0.8521
H 0.809 -1.018 -2.921 1.4983 0.1885 -0.2468
H -4.250 -1.925 -2.201 0.4680 0.9226 0.0973
H -0.356 0.949 -1.079 0.7918 0.3434 -0.9776
N -5.436 0.576 -1.124 -2.3550 2.5031 -3.1828

=====

No. 2
140
Properties=species:S:1:pos:R:3:forces:R:3 method="wB97M-V/def2-TZVPD" total_charge=+1 energy_ha=-3854.02701 homo_ev=-10.5193 fmax_ev_per_a=3.41 orbital_gap_ev=6.6698
O 6.571 -4.090 5.950 -0.0769 -0.0906 -0.0834
H -2.900 -0.433 -3.002 -0.3856 0.1282 0.2052
B -1.929 1.421 1.627 0.7107 0.3312 0.4840
H -1.366 -3.482 -3.504 -0.4525 0.2096 0.0390
C 5.643 -3.900 2.078 -0.2265 0.0777 0.1631
H 5.417 4.150 3.012 0.0071 -0.0105 0.0314
H 0.269 5.707 -7.153 0.1133 -0.2919 0.0454
O -2.312 1.341 -3.844 -0.6659 0.2037 -0.2420
C 5.307 -1.529 1.990 -0.0236 0.9662 -0.1625
H -6.062 1.881 -2.028 -0.0560 0.0669 0.0331
H -2.801 5.076 -7.186 -0.1245 0.0502 -0.2552
H 7.212 -4.805 6.000 0.0610 0.0737 -0.0123
O 2.446 2.232 -4.900 -0.0415 -0.0896 0.1551
O -0.913 2.210 1.193 -0.5117 -0.2290 0.6000
B -3.499 -2.636 -1.150 0.1919 -0.0336 -0.5253
O 0.697 -4.648 0.176 -0.8065 -0.4466 -0.5368
H 5.755 0.318 8.054 0.0659 0.0393 -0.0562
H 5.351 -4.868 2.475 0.2181 0.0140 -0.1509
C 4.955 -2.772 2.487 -1.1189 0.1568 0.9313
H 1.643 2.253 -4.366 0.0210 -0.0731 0.0958
B -0.441 -4.762 0.910 1.0031 -0.2599 0.6631
O -0.389 -5.458 2.098 -0.9654 0.0667 -0.7492
F -0.766 -0.061 3.957 -0.4353 0.8037 -0.8251
C -2.729 1.099 -1.449 -0.2910 -0.4867 -0.1377
O 0.024 1.785 -2.490 0.6337 0.2224 0.1769
H 7.775 -2.386 -0.078 -0.0291 -0.3237 0.1335
H 0.455 1.912 -1.634 -0.0287 0.3001 -0.0326
O -3.021 1.859 2.305 -0.1630 -0.6951 -0.5099
H 4.545 5.357 3.318 -0.0722 0.0019 0.0884
H 0.054 3.458 -6.863 -0.0788 0.0512 -0.0006
H -2.880 2.179 -1.347 0.0436 -0.1702 -0.0679
C -0.051 -0.566 2.924 1.6193 -2.4593 1.7170
O -2.980 -2.687 -2.443 0.0624 -0.8866 0.8896
O 0.211 -6.128 -2.556 -0.1459 0.1497 0.3561
H 1.342 3.339 -6.044 -0.1543 0.1707 -0.0601
H 4.665 -2.205 5.754 -0.0759 0.1834 -0.1348
H -3.616 2.403 1.759 0.0301 0.7148 0.4362
O -4.737 -3.131 -0.949 0.1627 0.6402 0.2576
O -6.299 1.524 -1.163 0.0668 -0.0068 -0.1728
H -1.880 -4.493 -2.174 -0.3758 0.2343 0.0010
H -5.030 4.544 1.937 -0.0013 0.1386 0.0903
H -4.853 -2.736 -5.071 -0.0238 -0.1050 -0.0590
O -5.287 5.469 -3.255 0.2481 -0.1301 0.4837
N -1.011 -1.052 1.886 0.5338 1.5003 0.6354
H -5.080 2.391 -5.704 -0.0658 0.0606 0.0163
H 0.560 -4.754 -0.782 0.2807 0.3152 -0.0313
H -0.331 -6.395 1.867 0.4082 -0.0140 0.5257
O -5.866 5.981 3.291 0.0911 0.0260 -0.0264
H 4.874 -6.600 6.579 -0.0194 0.0066 0.1112
H 2.537 -4.548 5.110 0.1330 -0.2529 -0.1207
H -3.390 4.133 -6.144 0.0261 -0.0671 -0.0055
H 6.580 -0.397 0.675 0.0290 -0.1358 0.0745
H 2.965 -1.821 5.908 0.1663 0.2558 -0.1070
F 0.766 0.356 2.400 -0.8151 0.5290 -0.2413
C -0.294 3.399 3.307 -0.2804 -0.1678 0.1939
H 1.715 -0.615 -0.678 0.1012 -0.1894 -0.0574
C -2.688 -0.657 0.294 0.4142 -0.2125 1.1662
O -3.212 -5.652 -4.290 0.2674 -0.2424 0.2709
C 6.991 -2.516 0.664 0.6519 1.0924 -0.6675
H 0.861 -6.839 -2.573 0.0739 0.0817 -0.0536
H 0.740 -3.578 -3.563 0.1805 -0.1454 -0.0871
O 0.489 3.807 -6.077 0.0794 -0.1663 0.1117
H 4.782 -0.620 2.295 -0.0423 -0.2577 0.1647
H 2.499 -5.039 3.392 0.1132 -0.0174 0.1699
H -2.424 6.641 -9.955 -0.1315 0.0780 0.0457
H 6.477 2.738 6.533 -0.0526 -0.0572 -0.0414
H -1.742 4.058 1.825 -0.0430 -0.3962 -0.0405
H -4.271 4.979 0.690 -0.0268 -0.0803 -0.1070
O 1.221 -0.779 -1.490 -0.2787 0.2333 0.3342
H -0.636 -6.574 -2.435 -0.0047 -0.0343 -0.2362
H -3.988 2.120 -4.683 0.3770 0.0682 -0.0404
H -6.916 6.092 -5.493 0.0532 0.0506 0.0890
O 4.043 1.698 4.847 -0.0780 0.1070 -0.1260
H 0.306 2.506 3.503 -0.0450 0.1102 -0.2923
C -0.809 3.489 1.866 0.8353 1.0521 -0.1888
N -0.932 -2.346 1.672 0.1039 -0.5747 -0.0643
O -4.784 2.649 -4.823 -0.1310 0.1010 -0.0696
H -0.977 -3.013 -1.855 -0.2694 0.1335 -0.0584
H -5.818 5.127 -5.903 0.0106 0.0041 -0.1289
O -5.113 -3.222 -4.283 0.0073 0.0632 0.1201
H -1.359 6.345 -8.911 0.0435 -0.1662 0.1542
H -3.907 -6.280 -4.510 -0.0074 0.0528 -0.1172
H -5.428 6.154 4.131 -0.0031 -0.0771 0.0053
H -4.375 -0.198 -1.008 0.1016 -0.2212 0.4173
H 3.390 -6.281 6.630 -0.0528 0.1202 -0.0313
H 1.080 -2.384 -2.669 0.2764 0.1648 -0.0059
C -1.804 -0.164 1.324 -1.1194 -0.2072 -1.3282
H -1.439 0.943 -3.916 -0.0624 -0.0011 0.0561
O 4.251 -5.866 6.520 0.2837 -0.4103 0.2843
O -4.407 4.222 1.269 0.0702 -0.2056 0.0839
C -3.591 0.298 -0.420 0.1777 0.2757 -0.8213
H 5.341 0.608 6.629 0.1084 0.0686 0.0374
H 2.446 -1.338 2.005 -0.3437 0.0588 0.1079
H 5.715 -4.523 6.068 -0.0283 0.0797 0.0913
Si 3.487 -2.786 3.690 0.4671 -0.4372 -0.2094
H 0.492 6.633 -8.347 0.1857 0.0447 -0.0326
H 0.248 -2.490 3.945 -0.0076 0.0447 -0.4073
H 3.206 1.764 5.318 0.0805 -0.0765 0.1334
C 2.021 -2.113 2.650 -0.2560 -0.9413 0.4567
H 0.351 4.259 3.518 -0.2351 -0.0766 -0.0087
O 6.919 1.924 6.798 0.4055 0.5288 -0.0745
O 5.053 0.151 7.423 -0.6789 -0.4824 0.1992
O 1.445 -2.957 -3.355 -0.2330 -0.0888 0.0455
C -3.089 0.639 -2.874 0.6466 0.3855 0.3131
H 0.853 0.079 -1.736 0.0539 -0.2940 -0.2576
C 6.328 -1.374 1.078 -0.0849 -0.1331 -0.0799
H -3.613 -5.097 -3.615 -0.2369 0.0586 -0.1663
H -5.085 -2.853 -0.091 -0.2085 -0.3428 -0.0570
H -4.766 6.193 -3.616 -0.1901 0.0580 -0.1413
H 4.077 -0.698 5.012 -0.2206 -0.4481 0.1110
C 3.112 -4.577 4.178 -0.3870 0.7093 -0.4718
C -2.599 -1.994 0.014 -0.7697 -0.6883 -0.6400
H -1.124 3.390 4.023 0.1712 0.0181 -0.1147
H -4.142 0.882 -3.052 0.1480 -0.2696 -0.1521
H 2.754 1.321 -4.831 0.0726 0.0256 -0.1023
H -4.133 0.965 0.253 0.1597 -0.2213 0.0038
O -6.049 6.061 -5.910 -0.0427 0.0340 -0.2691
C -1.764 -3.450 -2.487 1.1327 -0.0762 -0.3989
O -1.666 -4.131 0.481 0.4417 0.3996 0.3994
C 3.820 -1.750 5.219 -0.0237 -0.2133 -0.1867
H -0.274 2.672 -2.734 -0.1647 -0.0854 -0.1070
H -0.080 4.072 1.292 -0.1457 -0.3231 -0.1053
H 4.030 -5.148 4.311 -0.2017 0.0403 0.1046
H -6.239 6.832 3.038 -0.0599 -0.0555 -0.0597
O -2.136 6.896 -9.073 -0.0885 -0.0403 -0.1202
O 0.245 5.730 -8.118 -0.0429 0.2927 -0.0758
H 7.230 -4.595 0.783 -0.1790 -0.0380 0.2308
O 4.646 4.422 3.522 0.0998 -0.0966 -0.1227
H -1.671 0.869 -1.312 -0.1365 0.2524 0.1593
C -1.712 -2.830 0.748 -0.5936 0.7348 -0.4973
H -5.015 4.704 -3.772 -0.0342 -0.1571 -0.0482
H 1.700 -2.971 2.045 0.2152 0.3038 -0.2554
C 0.837 -1.671 3.527 0.6595 0.7551 0.0573
O -3.190 4.198 -7.085 0.0672 0.0167 0.2329
H 4.113 2.536 4.371 0.0364 0.1041 0.0197
H -4.366 -3.117 -3.676 -0.1608 0.2040 -0.1368
H 1.268 -1.169 4.408 -0.2996 0.1499 -0.1872
C 6.666 -3.747 1.166 0.5285 -1.1311 -0.4636
H 7.419 2.173 7.582 0.0739 -0.0332 -0.0497
H -7.237 1.726 -1.079 0.0103 -0.0069 0.0583